{
  "formula": "C4H9ClS",
  "method": "ωB97M-V/def2-TZVPD",
  "fmax_ev_per_a": 2.84,
  "homo_energy_ev": -8.583,
  "total_charge": 0,
  "smiles": "C=C(C)SC.Cl",
  "lumo_ev": 0.84,
  "elements": ["C", "C", "C", "C", "S", "Cl", "H", "H", "H", "H", "H", "H", "H", "H", "H"],
  "positions_angstrom": [[0.046969, -0.072531, -1.774036], [0.528482, 1.039163, 0.393154], [0.732302, -1.453273, 2.023942], [0.261338, -0.076229, -0.282075], [-0.001476, -1.745350, 0.398463], [-3.159335, 1.851962, -1.898322], [1.029240, -0.272436, -2.424778], [-0.307204, 0.921047, -1.933058], [-0.636477, -0.902449, -1.984080], [0.952117, 1.926828, -0.093209], [0.475957, 0.999227, 1.413097], [-2.347140, 1.226215, -1.216996], [0.499841, -0.394291, 2.397837], [1.826327, -1.553781, 2.077654], [0.242450, -2.155034, 2.774400]],
  "forces_ev_per_a": [[2.543, -1.186, -0.431], [0.494, -0.396, -2.041], [-0.859, 0.499, 2.002], [0.047, -0.888, -0.456], [0.522, 1.647, 0.334], [-1.209, 0.926, -0.992], [-2.021, 0.450, 1.550], [-0.496, 0.363, -1.108], [-0.194, 0.567, -0.496], [-0.743, -0.264, 0.083], [0.287, 0.437, 2.350], [1.167, -0.915, 1.059], [0.132, -1.834, -0.509], [-0.394, -0.180, -0.332], [0.724, 0.776, -1.014]]
}

***

{
  "formula": "C4H9ClS",
  "method": "ωB97M-V/def2-TZVPD",
  "fmax_ev_per_a": 4.03,
  "homo_energy_ev": -9.279,
  "total_charge": 0,
  "smiles": "C[C@H](Cl)[C@@H](C)S",
  "lumo_ev": 0.79,
  "elements": ["C", "C", "C", "C", "H", "H", "H", "H", "H", "H", "H", "H", "H", "S", "Cl"],
  "positions_angstrom": [[-2.303606, 0.240788, -0.030838], [-0.771232, 0.502795, -0.132586], [-0.003173, -0.579861, -0.858069], [0.132680, -1.787416, -0.056088], [-2.910455, 1.204727, -0.105579], [-2.645923, -0.225078, -0.948088], [-2.612235, -0.246607, 0.884802], [-0.680417, 1.433164, -0.712247], [-0.400025, -0.403809, 1.960148], [-0.194978, -0.833715, -1.985398], [0.708364, -2.576727, -0.629937], [-0.951805, -2.253184, -0.003915], [0.480022, -1.589531, 0.983281], [-0.047497, 0.857352, 1.652709], [1.625846, 0.089135, -1.142407]],
  "forces_ev_per_a": [[-0.258, 1.860, -0.538], [-1.312, 1.331, 0.490], [0.909, 0.574, -1.931], [-1.881, -3.564, 0.112], [1.117, -0.876, 0.572], [0.007, -0.839, 0.027], [-0.047, -0.431, -0.108], [0.336, -0.200, 0.458], [0.005, 0.456, 0.562], [-0.983, 0.642, 2.313], [-0.289, 0.943, 1.076], [1.886, 0.777, 0.218], [0.141, -0.536, -1.175], [-0.925, -0.582, -1.979], [1.293, 0.445, -0.097]]
}

***

{
  "formula": "C4H9ClS2",
  "method": "ωB97M-V/def2-TZVPD",
  "fmax_ev_per_a": 3.44,
  "homo_energy_ev": -8.904,
  "total_charge": 0,
  "lumo_ev": 0.69,
  "elements": ["Cl", "S", "S", "C", "C", "C", "C", "H", "H", "H", "H", "H", "H", "H", "H", "H"],
  "positions_angstrom": [[-1.621165, -1.171752, -2.566730], [0.065620, 2.220360, 0.803338], [1.160862, 0.386580, -1.573386], [0.900549, -0.276092, 1.555010], [-1.043520, -1.044924, -0.856158], [-0.268013, 0.442374, 0.911936], [-0.371958, 0.310981, -0.596153], [1.139447, 2.265548, -0.133754], [0.597233, -0.293089, -2.624475], [1.328588, -0.993930, 0.906522], [1.692075, 0.453218, 1.790262], [0.734337, -0.739718, 2.500893], [-0.305041, -1.811888, -0.532524], [-1.852047, -1.085055, -0.169084], [-1.129841, 0.232155, 1.541348], [-1.027124, 1.105232, -0.957045]],
  "forces_ev_per_a": [[0.087, -0.448, 0.810], [1.001, 2.524, 1.299], [0.042, -0.387, -0.365], [1.178, 1.020, 0.369], [1.356, 0.314, -0.121], [2.218, 1.268, -0.532], [-1.970, -2.535, -1.240], [-1.428, -0.452, 1.243], [0.438, 0.454, 0.579], [0.455, -0.884, -0.711], [-0.139, -0.306, -0.285], [-0.757, -0.436, 0.622], [-0.639, 0.017, -0.914], [-1.193, -0.307, 0.079], [-0.636, 0.475, -0.766], [-0.011, -0.317, -0.067]]
}

***

Across the entries above, energy above the lowest of the compared OMol25 structures with the same formula, charge and spin takes the values 35.8 24.7 28.3 kcal per mole, respectively.